16
Properties=species:S:1:pos:R:3 method="wB97M-V/def2-TZVPD" orbital_gap_ev=11.126 molar_mass_g_mol=86.1 total_energy_ev=-7393.5586 homo_ev=-9.973
O 0.538 -1.518 0.699
C -0.386 -0.069 -1.100
C 1.856 0.531 1.223
C 0.601 -0.286 1.393
C -0.418 -0.528 0.344
C -1.679 0.589 -1.594
H 0.258 -0.362 2.431
H -0.180 -0.980 -1.671
H 2.735 -0.032 1.560
H 1.803 1.436 1.835
H 2.029 0.824 0.183
H -2.568 -0.010 -1.362
H -1.659 0.709 -2.683
H 0.464 0.597 -1.288
H -1.420 -0.773 0.704
H -1.826 1.582 -1.154